Entry 1:
{
  "formula": "C46H58P2PtSbSi4",
  "method": "ωB97M-V with the def2-TZVPD basis set",
  "species": ["Pt", "C", "Si", "C", "C", "C", "C", "C", "C", "P", "C", "C", "C", "C", "C", "C", "C", "C", "C", "C", "C", "C", "C", "C", "C", "C", "C", "C", "P", "C", "C", "C", "C", "C", "C", "C", "C", "C", "C", "C", "C", "H", "H", "H", "H", "H", "H", "H", "H", "H", "H", "H", "H", "H", "H", "H", "H", "H", "H", "H", "H", "H", "H", "H", "H", "H", "H", "H", "H", "H", "H", "H", "C", "Si", "C", "C", "Sb", "Si", "C", "C", "C", "Si", "C", "C", "C", "H", "H", "H", "H", "H", "H", "H", "H", "H", "H", "H", "H", "H", "H", "H", "H", "H", "H", "H", "H", "H", "H", "H", "H", "H", "H", "H"],
  "xyz": [[0.30587, -0.62190, 0.54376], [-0.33196, 2.06154, -2.07398], [0.11747, 1.54444, -0.32096], [-1.21825, 2.24865, 0.84238], [-1.36462, 3.63174, 0.96888], [-2.39826, 4.18972, 1.70314], [-3.32752, 3.36938, 2.32925], [-3.19512, 1.99573, 2.23789], [-2.14120, 1.43904, 1.51448], [-1.88331, -0.36419, 1.56222], [-1.28955, -0.70702, 3.24441], [-1.06556, 0.28682, 4.18904], [-0.55092, -0.04597, 5.43492], [-0.28080, -1.36539, 5.74915], [-0.49978, -2.36252, 4.80536], [-0.98322, -2.03132, 3.55712], [-3.57884, -1.00718, 1.46017], [-4.39437, -0.53756, 0.42925], [-5.69090, -0.99806, 0.29592], [-6.18648, -1.94322, 1.18453], [-5.38576, -2.40624, 2.21551], [-4.08694, -1.93858, 2.35911], [1.75442, 2.37518, 0.15696], [2.05756, 3.68446, -0.22700], [3.22948, 4.30302, 0.17037], [4.14430, 3.61737, 0.96124], [3.88329, 2.31133, 1.32777], [2.69450, 1.69865, 0.93633], [2.47020, -0.08347, 1.24165], [2.74739, -0.35407, 3.01422], [2.85592, 0.68732, 3.92864], [3.09382, 0.41544, 5.26753], [3.23462, -0.89149, 5.70109], [3.10458, -1.93759, 4.79745], [2.84373, -1.67020, 3.46692], [3.96983, -0.69400, 0.41067], [4.94389, -1.46327, 1.03471], [6.09577, -1.81799, 0.34350], [6.28970, -1.38870, -0.95800], [5.32470, -0.60573, -1.57790], [4.16860, -0.26827, -0.90104], [-0.41041, 3.14677, -2.14253], [-1.29833, 1.65430, -2.35751], [0.40297, 1.73166, -2.80247], [-0.65901, 4.29239, 0.48254], [-2.48581, 5.26509, 1.78216], [-4.14410, 3.79940, 2.89239], [-3.90977, 1.35287, 2.73796], [-1.28591, 1.32012, 3.95777], [-0.37087, 0.73315, 6.16155], [0.11322, -1.61985, 6.72102], [-0.27828, -3.39328, 5.04154], [-1.12712, -2.80273, 2.80864], [-4.02780, 0.21994, -0.24794], [-6.31940, -0.61334, -0.49534], [-7.19807, -2.30862, 1.07869], [-5.77268, -3.12512, 2.92301], [-3.48055, -2.29604, 3.18193], [1.37183, 4.23060, -0.86119], [3.43913, 5.31652, -0.14336], [5.06494, 4.09261, 1.26817], [4.61952, 1.75884, 1.90092], [2.76925, 1.71404, 3.60063], [3.18175, 1.23290, 5.96948], [3.43918, -1.09787, 6.74175], [3.20095, -2.96190, 5.13109], [2.73687, -2.48832, 2.76665], [4.82439, -1.77687, 2.06152], [6.84939, -2.41616, 0.83690], [7.19559, -1.65207, -1.48600], [5.47858, -0.25164, -2.58670], [3.43397, 0.36646, -1.37881], [1.35961, -4.95699, 1.60898], [-0.07329, -5.04151, 0.40414], [0.16259, -6.36934, -0.89474], [-1.68456, -5.32512, 1.32204], [-0.05038, -2.81532, -0.91098], [-2.23049, -2.66649, -2.29017], [-2.05300, -3.55406, -3.93109], [-3.61399, -3.45723, -1.30293], [-2.50095, -0.84254, -2.61477], [1.87640, -3.10571, -2.59630], [1.94264, -1.45712, -3.48917], [1.57981, -4.47415, -3.85194], [3.39289, -3.55303, -1.58428], [1.33489, -5.80160, 2.29724], [1.29973, -4.04468, 2.20133], [2.31794, -4.96789, 1.09292], [0.13964, -7.35240, -0.42460], [1.11507, -6.27121, -1.40517], [-0.62717, -6.34607, -1.64378], [-1.71360, -6.37584, 1.61639], [-2.55855, -5.13543, 0.70750], [-1.77071, -4.73381, 2.23149], [-1.89288, -4.62363, -3.81022], [-1.24538, -3.14633, -4.53430], [-2.97332, -3.42191, -4.49914], [-3.56356, -4.54130, -1.39252], [-4.57770, -3.14014, -1.69903], [-3.59866, -3.19523, -0.24534], [-1.90550, -0.51521, -3.46582], [-2.20521, -0.24080, -1.75641], [-3.54810, -0.64773, -2.84026], [1.21253, -1.45567, -4.29907], [2.92524, -1.28993, -3.92819], [1.70894, -0.62283, -2.82698], [0.56274, -4.52748, -4.22418], [1.84494, -5.45040, -3.45772], [2.22910, -4.28873, -4.70836], [3.42801, -3.05455, -0.61705], [4.30661, -3.29385, -2.11330], [3.40337, -4.63004, -1.41649]],
  "forces_ev_per_a": [[-0.5, -0.5, 0.4], [0.0, 0.1, 0.3], [0.0, 0.0, -0.2], [-0.1, 0.0, -0.1], [-0.1, 0.1, 0.0], [0.0, 0.0, 0.0], [0.0, 0.0, 0.0], [0.0, 0.0, 0.0], [0.1, -0.1, 0.0], [0.8, 0.3, -0.2], [-0.3, 0.0, 0.0], [0.0, 0.0, 0.0], [0.0, 0.0, 0.0], [0.0, 0.0, 0.0], [0.0, 0.0, 0.1], [0.0, -0.1, 0.0], [0.1, -0.1, -0.1], [0.0, 0.0, 0.1], [0.0, 0.0, 0.0], [0.0, 0.0, 0.0], [0.0, 0.0, 0.0], [0.1, -0.1, 0.0], [-0.1, 0.1, 0.0], [0.0, 0.0, 0.0], [0.0, 0.0, 0.0], [0.0, 0.0, 0.0], [0.1, 0.0, 0.0], [0.0, -0.1, 0.0], [-0.3, 0.1, 0.0], [0.1, 0.0, -0.1], [0.0, 0.1, 0.0], [0.0, 0.0, 0.0], [0.0, 0.0, 0.0], [0.0, 0.0, 0.1], [0.0, 0.0, 0.0], [0.1, 0.0, 0.1], [0.0, 0.0, -0.1], [0.0, 0.0, 0.0], [0.0, 0.0, 0.0], [0.0, -0.1, 0.0], [0.0, 0.0, 0.0], [0.0, 0.1, 0.0], [-0.1, 0.0, 0.0], [0.2, -0.1, -0.1], [0.0, 0.1, 0.0], [0.0, 0.0, 0.0], [0.0, 0.0, 0.0], [0.0, 0.0, 0.0], [0.0, 0.0, 0.0], [0.0, 0.0, 0.0], [0.0, 0.0, 0.1], [0.0, -0.1, 0.0], [0.0, 0.0, 0.0], [0.1, 0.1, -0.1], [0.0, 0.0, 0.0], [0.0, 0.0, 0.0], [0.0, 0.0, 0.0], [0.0, 0.0, 0.0], [-0.1, 0.1, 0.0], [0.0, 0.0, 0.0], [0.0, 0.0, 0.0], [0.0, 0.0, 0.0], [0.0, 0.0, 0.0], [0.0, 0.0, 0.0], [0.0, 0.0, 0.1], [0.0, 0.0, 0.0], [0.0, 0.0, 0.0], [0.0, 0.0, 0.0], [0.0, 0.0, 0.0], [0.0, 0.0, 0.0], [0.0, 0.0, -0.1], [-0.1, 0.0, 0.0], [-0.1, 0.0, -0.1], [0.0, 0.0, 0.1], [-0.1, 0.1, 0.2], [0.2, 0.0, -0.1], [-0.2, 0.1, -0.2], [-0.1, 0.0, -0.1], [0.0, 0.0, 0.2], [0.1, 0.1, 0.0], [0.1, -0.2, 0.1], [0.1, 0.0, -0.1], [0.0, -0.1, 0.2], [0.0, 0.1, 0.1], [-0.2, 0.0, 0.0], [0.0, -0.1, 0.0], [0.0, 0.1, 0.0], [0.1, 0.0, -0.1], [0.0, -0.1, 0.1], [0.2, 0.0, -0.1], [-0.1, 0.0, -0.1], [0.0, -0.1, 0.0], [-0.1, 0.0, -0.1], [0.0, 0.1, 0.0], [0.0, -0.1, 0.0], [0.1, 0.1, 0.0], [-0.1, 0.0, 0.0], [0.0, -0.1, 0.0], [-0.1, 0.0, -0.1], [0.0, 0.0, 0.0], [0.1, 0.0, -0.1], [0.0, 0.0, 0.1], [-0.1, 0.0, 0.0], [-0.1, 0.0, -0.1], [0.1, 0.0, 0.0], [0.0, 0.0, 0.0], [-0.2, 0.0, 0.0], [0.0, -0.1, 0.1], [0.1, 0.0, -0.1], [0.0, 0.0, 0.0], [0.1, 0.0, -0.1], [0.0, -0.1, 0.0]],
  "total_charge": 1,
  "orbital_gap_ev": [6.4092, 5.8654],
  "homo_energy_ev": [-8.05, -10.30],
  "s_squared": 2.01,
  "spin_multiplicity": 3
}

***

Entry 2:
{
  "formula": "C5H7F2NOS",
  "method": "ωB97M-V with the def2-TZVPD basis set",
  "species": ["C", "S", "C", "N", "C", "C", "F", "C", "F", "O", "H", "H", "H", "H", "H", "H", "H"],
  "xyz": [[-3.25767, 0.46652, -0.32527], [-2.41871, -1.11574, 0.06480], [-0.78342, -0.59188, -0.19134], [0.20322, -1.38873, 0.05366], [1.42865, -0.71138, -0.12267], [2.32465, -0.49745, 1.07411], [2.10543, -1.32047, -1.17767], [0.93738, 0.86848, -0.61384], [1.27762, 1.74582, 0.40473], [-0.43619, 0.69318, -0.58332], [-2.50051, 1.02716, -1.03984], [-3.41638, 1.01095, 0.60557], [-4.23006, 0.21802, -0.66139], [2.69147, -1.51047, 1.40495], [1.72122, -0.12048, 1.88154], [3.14524, 0.14377, 0.86530], [1.20804, 1.08269, -1.63934]],
  "forces_ev_per_a": [[2.4, 0.8, -0.2], [0.1, 0.8, -0.4], [2.7, -0.7, 0.7], [-1.3, 0.6, 0.3], [0.1, 2.9, -1.3], [-0.5, -3.0, 0.4], [0.1, 0.4, 0.3], [0.1, -3.6, 1.8], [-0.1, -0.1, -1.5], [-1.9, 0.1, -0.2], [-2.3, -1.0, 1.3], [0.4, 0.2, -0.1], [-0.7, -0.1, -1.1], [-0.2, 1.0, -0.3], [-0.1, 0.3, 0.3], [0.6, 0.5, -0.2], [0.6, 0.9, 0.2]],
  "orbital_gap_ev": 9.9010,
  "homo_energy_ev": -9.34,
  "smiles": "CSC1=N[C@@](C)(F)[C@H](F)O1"
}

***

Entry 3:
{
  "formula": "C3H6N4S",
  "method": "ωB97M-V with the def2-TZVPD basis set",
  "species": ["C", "S", "N", "N", "N", "N", "C", "C", "H", "H", "H", "H", "H", "H"],
  "xyz": [[-2.23320, -0.96481, 0.56566], [-1.52616, -0.18493, -0.93167], [0.25359, -0.38360, -0.67127], [0.77324, -1.59159, -0.98871], [1.97472, -1.54756, -0.67465], [2.33362, -0.37889, -0.15269], [1.24107, 0.34353, -0.10400], [1.04139, 1.78960, 0.15190], [-3.21515, -0.88103, 0.32587], [-1.94363, -0.42512, 1.49641], [-1.69963, -1.99268, 0.33731], [1.80064, 2.14960, 0.72483], [0.17988, 1.85005, 0.67515], [1.01962, 2.21743, -0.75412]],
  "forces_ev_per_a": [[5.5, -1.3, -0.6], [2.0, 1.1, 0.2], [-2.4, -0.6, 0.0], [-1.6, -0.2, -0.4], [1.8, -1.5, -0.1], [0.0, 1.2, 0.8], [-0.2, 0.3, -1.0], [1.0, -3.5, 0.7], [-3.2, -0.4, -0.3], [-0.3, -0.7, -0.7], [-1.8, 1.6, 1.6], [2.3, 1.1, 1.5], [-3.0, 0.8, 1.4], [-0.3, 2.0, -3.1]],
  "orbital_gap_ev": 10.1755,
  "homo_energy_ev": -9.78,
  "smiles": "CSn1nnnc1C"
}

***

Entry 4:
{
  "formula": "C4H4FNS",
  "method": "ωB97M-V with the def2-TZVPD basis set",
  "species": ["C", "C", "C", "C", "N", "F", "S", "H", "H", "H", "H"],
  "xyz": [[0.22145, 1.39813, 0.42464], [0.42361, 0.23559, -0.00272], [-1.54240, -0.30111, -0.30945], [1.30783, -0.96158, -0.08295], [-2.26564, 0.67324, 0.03549], [-1.82860, -1.38924, -0.89984], [-1.45499, 2.01514, 0.53654], [0.93527, 2.18682, 0.61448], [1.02094, -1.57922, 0.78829], [0.86851, -1.64248, -0.96398], [2.31403, -0.63529, -0.14052]],
  "forces_ev_per_a": [[-0.7, 4.0, 0.7], [-3.9, -5.6, -1.6], [4.7, 3.9, 1.8], [-3.1, -1.0, -1.4], [-0.2, -1.4, -0.8], [-1.0, -1.5, -0.6], [0.3, 0.2, 0.2], [0.2, -0.1, 0.4], [0.8, 0.3, -0.1], [1.7, 1.6, 1.5], [1.2, -0.5, -0.2]],
  "orbital_gap_ev": 9.3484,
  "homo_energy_ev": -8.58
}

***

Entry 5:
{
  "formula": "C3H5N2S2",
  "method": "ωB97M-V with the def2-TZVPD basis set",
  "species": ["C", "C", "C", "N", "N", "S", "S", "H", "H", "H", "H", "H"],
  "xyz": [[0.21512, 1.02111, 0.21888], [1.52892, 1.54740, 0.28480], [-0.29904, -0.17621, -0.11996], [1.71688, -1.23571, 0.91069], [-1.16999, -0.74872, -0.80869], [3.01665, 0.92075, -0.30128], [2.77250, -1.10128, -0.21504], [-0.67001, 1.66415, 0.35213], [1.59190, 2.44738, 0.81642], [1.07834, -2.02503, 1.00507], [-1.63472, -0.15966, -1.41304], [-1.73028, -1.55778, -0.64314]],
  "forces_ev_per_a": [[0.5, 0.3, -1.1], [-1.0, -1.9, -0.6], [2.4, -0.3, 2.4], [-1.2, 0.5, 0.2], [-0.6, -0.5, -0.2], [-0.9, 0.6, 0.4], [-0.1, -0.4, -0.2], [0.7, 0.3, 0.7], [0.4, 1.4, 0.3], [0.6, -0.4, -0.3], [-1.1, 1.4, -2.6], [0.3, -1.0, 0.8]],
  "total_charge": 1,
  "orbital_gap_ev": [6.8821, 7.5206],
  "homo_energy_ev": [-12.59, -12.74]
}

***

Entry 6:
{
  "formula": "C23H14BrClN4O2Pd",
  "method": "ωB97M-V with the def2-TZVPD basis set",
  "species": ["Pd", "Br", "C", "C", "C", "C", "C", "N", "C", "O", "O", "H", "H", "H", "N", "C", "C", "C", "N", "C", "N", "Cl", "C", "C", "C", "C", "C", "C", "C", "H", "H", "H", "H", "H", "H", "C", "C", "C", "C", "C", "C", "H", "H", "H", "H", "H"],
  "xyz": [[0.09965, -0.65821, 0.87124], [1.05669, 2.49732, 2.17154], [0.30533, 2.50903, 0.43992], [0.15057, 3.70248, -0.24233], [-0.40718, 3.64873, -1.51026], [-0.77680, 2.42515, -2.04436], [-0.58261, 1.28567, -1.28648], [-0.05123, 1.33963, -0.05821], [-0.97860, -0.08686, -1.82394], [-1.50679, -0.14265, -2.91822], [-0.72332, -1.08482, -1.05172], [0.45641, 4.63294, 0.21173], [-0.55091, 4.56074, -2.07433], [-1.21595, 2.31868, -3.02545], [-0.15073, -3.42968, 0.77025], [0.11847, -3.54369, -0.34472], [0.45928, -3.67769, -1.70958], [-0.04824, -4.76919, -2.44112], [-0.45841, -5.67030, -3.03292], [1.31923, -2.74897, -2.32800], [2.03137, -1.99185, -2.82702], [-4.13412, 3.61684, -0.61418], [-3.54453, 2.26698, 0.29353], [-3.69530, 0.97873, -0.21743], [-3.18531, -0.08868, 0.48338], [-2.48781, 0.10182, 1.70550], [-1.85661, -0.97213, 2.36413], [-2.40816, 1.42277, 2.21872], [-2.92332, 2.48927, 1.52101], [-4.18645, 0.83018, -1.16924], [-3.26601, -1.08721, 0.07426], [-2.02887, -1.99183, 2.04657], [-1.39956, -0.81837, 3.33374], [-1.90838, 1.58846, 3.16456], [-2.84366, 3.49670, 1.90675], [4.90912, -1.34063, 0.59338], [4.13449, -2.12961, 1.43063], [2.75820, -1.93262, 1.50047], [2.15183, -0.93847, 0.73853], [2.93363, -0.15424, -0.10167], [4.30655, -0.35344, -0.17414], [5.97842, -1.49796, 0.53403], [4.59745, -2.90363, 2.03070], [2.16836, -2.56738, 2.15291], [2.47993, 0.61020, -0.72268], [4.90390, 0.25778, -0.83945]],
  "forces_ev_per_a": [[0.0, 0.1, 0.0], [0.0, 0.0, 0.0], [0.0, 0.0, 0.0], [0.0, 0.0, 0.0], [0.0, 0.0, 0.0], [0.0, 0.0, 0.0], [0.0, 0.0, 0.0], [0.0, 0.0, 0.0], [0.0, 0.0, 0.0], [0.0, 0.0, 0.0], [0.0, 0.0, 0.0], [0.0, 0.0, 0.0], [0.0, 0.0, 0.0], [0.0, 0.0, 0.0], [0.0, -0.1, 0.0], [0.0, 0.0, 0.0], [0.0, 0.0, 0.0], [0.0, 0.0, 0.0], [0.0, 0.0, 0.0], [0.0, 0.1, 0.1], [0.0, -0.1, -0.1], [0.0, 0.0, 0.0], [0.0, 0.0, 0.0], [0.0, 0.0, 0.0], [0.0, 0.0, 0.0], [0.0, 0.0, 0.0], [0.0, 0.0, 0.0], [0.0, 0.0, 0.0], [0.0, 0.0, 0.0], [0.0, 0.0, 0.0], [0.0, 0.0, 0.0], [0.0, 0.0, 0.0], [0.0, 0.0, 0.0], [0.0, 0.0, 0.0], [0.0, 0.0, 0.0], [0.0, 0.0, 0.0], [0.0, 0.0, 0.0], [0.0, 0.0, 0.0], [0.0, 0.0, 0.0], [0.0, 0.0, 0.0], [0.0, 0.0, 0.0], [0.0, 0.0, 0.0], [0.0, 0.0, 0.0], [0.0, 0.0, 0.0], [0.0, 0.0, 0.0], [0.0, 0.0, 0.0]],
  "orbital_gap_ev": [7.6291, 5.4943],
  "homo_energy_ev": [-7.84, -8.90],
  "s_squared": 6.07,
  "spin_multiplicity": 5
}

***

DFT total energy readings, ordered: -3987.89342; -922.60597; -735.02856; -707.50690; -1022.77971; -4416.29034 a.u.
Energy above the lowest of the compared OMol25 structures with the same formula, charge and spin readings, ordered: 11.7; 0.0; 73.6; 61.5; 100.6; 0.0 kcal/mol